# 1
DFT (ωB97M-V with the def2-TZVPD basis set) results for 11 unconnected molecules or ions with the total composition C25H61N11O15 at a distorted geometry.

As for the SMILES: C[N+](=O)[O-].C[N+](=O)[O-].C[N+](=O)[O-].C[N+](=O)[O-].CN(C)C=O.CN(C)C=O.CN(C)C=O.CN(C)C=O.CN(C)C=O.CN(C)C=O.CN(C)C=O. Its HOMO energy is -8.9 eV. Its orbital gap is 0.333 Ha. For the energy above the lowest of the compared OMol25 structures with the same formula, charge and spin, the calculation gives 18.69 kcal/mol.

Each line ends with the Mulliken charge.
Geometry (Å):
O (-0.37, 1.66, 1.64)  -0.60
O (3.62, -0.22, -4.28)  -0.48
O (1.11, 3.27, -2.14)  -0.65
O (0.48, -1.76, 2.57)  -0.05
O (5.68, 0.49, 0.07)  -0.60
O (-2.11, -0.85, -4.49)  -0.55
O (-3.87, -1.32, 4.59)  -0.55
O (3.01, -1.79, 4.22)  -0.62
O (3.70, 3.84, 0.83)  -0.74
O (-2.04, 0.52, 0.93)  -0.60
O (0.77, -3.32, -2.52)  -0.63
O (2.08, -0.01, 5.03)  -0.59
O (3.55, 0.25, 0.28)  -0.24
O (-6.42, -0.73, -1.43)  -0.59
O (-5.43, 0.52, -2.85)  -0.57
N (4.53, 0.81, -0.20)  0.73
N (-5.52, 0.02, -1.79)  1.07
N (-0.86, -3.46, 3.25)  0.26
N (-0.84, 0.82, 0.89)  1.23
N (2.88, 3.83, 2.93)  0.08
N (-0.98, 4.06, -2.70)  0.16
N (2.79, -3.56, -1.35)  0.25
N (2.76, -0.59, 4.19)  1.00
N (-3.46, -2.59, -4.07)  0.23
N (-2.83, 0.57, 5.40)  0.25
N (1.47, -0.16, -4.94)  0.41
C (0.02, 0.07, -0.13)  -0.06
C (-3.12, -1.55, -4.81)  -0.14
C (-1.48, 0.24, 4.94)  -0.49
C (3.10, 0.19, 2.97)  -0.32
C (3.02, 3.33, 1.66)  0.79
C (1.02, 0.02, -3.53)  -0.18
C (2.03, -3.35, -2.45)  0.08
C (-1.85, -3.18, 2.25)  -0.67
C (0.05, 3.76, -1.85)  0.34
C (0.22, -2.70, 3.30)  -0.55
C (2.79, -0.17, -5.13)  -0.04
C (-4.71, -3.21, -4.39)  -0.96
C (-2.00, 4.96, -2.20)  -0.91
C (2.04, 3.26, 4.02)  -0.58
C (4.32, 1.78, -1.36)  -0.26
C (4.24, -3.59, -1.52)  -0.86
C (-2.81, -2.84, -2.83)  -0.68
C (-4.56, 0.38, -0.79)  -0.59
C (-3.87, -0.21, 5.10)  0.06
C (3.68, 4.96, 3.28)  -1.15
C (2.28, -3.49, -0.02)  -1.02
C (0.55, -0.50, -6.00)  -0.88
C (-2.90, 1.78, 6.14)  -0.99
C (-0.89, 3.65, -4.09)  -0.77
C (-1.14, -4.46, 4.28)  -0.86
H (3.05, -0.22, -6.22)  0.27
H (2.69, -4.28, 0.57)  0.39
H (2.37, 2.43, 1.48)  -0.08
H (-0.20, 4.09, -0.82)  0.18
H (-3.31, -3.69, -2.30)  0.39
H (4.45, -3.86, -2.55)  0.31
H (-0.01, 0.40, -3.60)  0.15
H (-2.78, -2.91, 2.74)  0.41
H (1.58, 0.72, -2.99)  -0.08
H (1.38, 4.05, 4.35)  0.42
H (0.93, -2.90, 4.03)  0.49
H (-1.52, -2.29, 1.77)  -0.11
H (-2.39, 1.76, 7.10)  0.33
H (0.14, -1.51, -5.94)  0.23
H (-2.95, 4.58, -2.54)  0.36
H (3.75, 0.99, 3.33)  0.36
H (4.42, 5.07, 2.50)  0.34
H (-0.29, 0.19, -6.07)  0.25
H (-1.47, -0.75, 4.38)  -0.19
H (3.58, -0.57, 2.41)  0.40
H (3.09, 5.84, 3.44)  0.31
H (0.18, 3.31, -4.16)  0.24
H (-1.17, 1.04, 4.25)  0.27
H (-3.90, 2.07, 6.48)  0.35
H (-0.35, 0.34, -1.10)  0.43
H (4.14, 4.74, 4.21)  0.37
H (-1.56, 2.74, -4.37)  0.15
H (2.13, 0.50, 2.59)  -0.28
H (1.16, -3.64, -0.11)  0.26
H (0.96, -0.99, -3.02)  0.02
H (-1.95, 4.95, -1.12)  0.28
H (-1.89, 5.99, -2.58)  0.30
H (1.07, 0.51, -0.07)  -0.57
H (-1.68, -5.28, 3.79)  0.30
H (-4.58, -4.28, -4.67)  0.29
H (-2.61, 2.65, 5.56)  0.33
H (-4.82, 0.33, 5.34)  0.27
H (2.61, -3.37, -3.41)  0.27
H (-4.51, 1.51, -0.75)  0.30
H (0.01, -0.98, 0.21)  0.04
H (-1.76, -3.08, -3.07)  0.30
H (-4.89, 0.06, 0.18)  0.35
H (4.72, -4.31, -0.84)  0.31
H (1.44, 2.48, 3.47)  -0.08
H (5.22, 1.90, -1.95)  0.40
H (1.06, -0.31, -6.93)  0.42
H (-1.85, -4.01, 5.01)  0.28
H (-3.64, -1.33, -5.67)  0.47
H (4.76, -2.67, -1.27)  0.28
H (-1.14, 4.52, -4.72)  0.35
H (-5.15, -2.67, -5.20)  0.34
H (-2.83, -1.99, -2.16)  -0.01
H (2.53, -2.57, 0.49)  0.31
H (3.93, 2.70, -0.93)  0.20
H (-3.54, 0.09, -1.10)  0.00
H (3.48, 1.38, -1.97)  -0.19
H (-2.11, -4.11, 1.69)  0.33
H (-0.22, -4.67, 4.86)  0.28
H (2.65, 2.81, 4.79)  0.34
H (-0.75, 0.16, 5.74)  0.34
H (-5.39, -3.12, -3.49)  0.33

# 2
DFT (ωB97M-V with the def2-TZVPD basis set) results for 5 unconnected molecules or ions with the total composition C25H61N4O11 at a distorted geometry.

Its net charge is -1. Its HOMO energy is -5.2 eV. Its orbital gap is 0.273 Ha. For the energy above the lowest of the compared OMol25 structures with the same formula, charge and spin, the calculation gives 77.82 kcal/mol.

Each line ends with the Mulliken charge.
Geometry (Å):
O (-9.78, -4.78, 2.17)  -0.22
O (-4.72, 0.08, 3.52)  -0.38
O (1.09, -2.54, 2.32)  -0.49
O (8.82, -1.11, -1.79)  -0.30
O (1.94, -2.67, -2.28)  -0.44
O (2.00, 5.67, -0.77)  -0.40
O (0.65, 1.60, 0.26)  -0.89
O (-0.47, 4.34, 4.27)  -0.35
O (-1.53, 1.33, 0.27)  -0.61
O (2.45, 0.85, -5.91)  -0.29
O (-0.40, 1.46, -1.66)  -0.88
N (1.31, 3.05, -3.30)  -0.40
N (-6.69, -2.73, 2.45)  -0.33
N (-0.06, 0.94, 2.95)  0.29
N (5.48, -1.84, -2.60)  -0.23
C (-8.16, -3.02, 2.52)  -0.64
C (-6.49, -1.46, 3.09)  -0.63
C (1.29, 6.06, 0.42)  -0.24
C (2.08, 3.82, -2.33)  -0.25
C (6.52, -1.55, -1.75)  -0.53
C (-3.32, 0.39, 3.39)  -0.48
C (7.81, -1.46, -2.63)  -0.47
C (1.12, 4.89, -1.65)  -0.68
C (1.26, -3.46, 1.27)  -0.53
C (-1.12, 5.39, 3.96)  -0.65
C (4.14, -1.90, -1.91)  -0.49
C (0.52, -1.33, 2.07)  0.13
C (-0.34, 1.48, -0.44)  0.85
C (1.45, 1.50, -5.18)  -0.67
C (-4.97, -1.14, 2.82)  -0.65
C (-10.10, -5.92, 1.78)  -0.82
C (9.47, -2.04, -1.33)  -0.76
C (3.11, -2.26, -2.99)  -0.36
C (0.06, 2.01, 3.90)  -0.97
C (2.21, 0.69, -7.23)  -1.00
C (0.36, -0.44, 3.38)  -1.67
C (-8.42, -4.41, 2.01)  -0.34
C (-0.71, 3.21, 3.35)  -0.30
C (2.05, 1.93, -3.91)  -0.52
C (1.05, -1.65, -1.92)  -0.35
H (-3.33, 1.41, 3.90)  0.12
H (-7.12, -0.68, 2.49)  0.25
H (7.69, -2.46, -3.19)  0.39
H (-0.48, -1.38, 1.53)  0.19
H (-0.32, 1.68, 4.81)  0.35
H (-1.62, 2.95, 3.19)  0.58
H (-8.64, -3.23, 3.40)  0.40
H (-1.38, 1.27, 1.13)  0.17
H (-0.06, -1.11, 4.08)  0.55
H (-4.34, -1.90, 3.10)  0.50
H (1.86, -3.03, 0.42)  -0.01
H (0.69, 5.23, 0.86)  -0.15
H (-2.28, 5.25, 4.02)  0.23
H (3.24, -3.09, -3.63)  0.39
H (-7.91, -5.29, 2.51)  0.27
H (4.32, -2.74, -1.19)  0.28
H (-0.04, -1.96, -1.65)  0.31
H (-0.86, 6.21, 4.69)  0.25
H (2.93, 0.19, -7.62)  0.36
H (0.36, 2.52, -2.79)  0.47
H (1.24, 0.27, -7.53)  0.30
H (9.78, -2.70, -2.25)  0.26
H (0.56, 1.03, -5.18)  0.49
H (-9.61, -6.73, 2.25)  0.41
H (1.83, 6.62, 1.16)  0.35
H (2.51, 3.23, -1.51)  0.15
H (1.24, -0.55, 3.82)  0.73
H (-10.37, -5.86, 0.71)  0.27
H (-4.88, -0.94, 1.74)  0.26
H (-0.98, 5.62, 2.98)  0.28
H (10.33, -1.83, -0.95)  0.39
H (3.13, 4.13, -2.70)  0.38
H (1.12, 2.21, 4.15)  0.34
H (3.04, 2.44, -3.97)  0.26
H (1.61, -4.25, 1.47)  0.65
H (-6.46, -2.48, 1.63)  0.29
H (6.33, -0.57, -1.37)  0.34
H (6.48, -2.27, -0.93)  0.29
H (-6.80, -1.41, 4.07)  0.48
H (-8.65, -2.29, 1.84)  0.30
H (2.93, -1.39, -3.67)  -0.02
H (0.26, 1.11, 2.12)  0.49
H (8.94, -2.42, -0.47)  0.22
H (-11.02, -6.05, 2.56)  0.20
H (2.23, 1.67, -7.65)  0.41
H (-7.96, -4.29, 0.86)  0.16
H (1.11, -0.85, 1.29)  0.04
H (-2.91, 0.22, 2.56)  0.34
H (0.12, -3.61, 0.76)  0.16
H (7.91, -0.76, -3.52)  0.28
H (0.24, 4.66, -1.12)  0.37
H (0.60, 5.64, -2.33)  0.29
H (1.20, 2.25, -5.97)  0.44
H (1.01, -0.92, -2.65)  0.23
H (0.45, 6.81, -0.04)  0.28
H (5.28, -1.20, -3.52)  0.26
H (-0.29, 3.41, 2.37)  -0.05
H (-2.75, -0.29, 4.15)  0.24
H (1.56, -0.77, -1.14)  0.05
H (2.25, 1.21, -3.12)  0.18
H (3.75, -0.93, -1.57)  0.27